# C32H33BrN10O2SSr

A molecular structure, C32H33BrN10O2SSr (ωB97M-V with the def2-TZVPD basis set, OMol25).

Atoms and positions in Å:
Sr1 -0.12 0.26 0.07
N1 -3.49 3.46 1.99
C1 -2.75 2.51 1.34
S1 -1.29 3.01 0.58
N2 -3.36 1.32 1.38
N3 -2.61 0.28 0.85
C2 -3.30 -0.78 0.71
C3 -2.70 -2.08 0.34
C4 -3.55 -3.14 0.05
C5 -3.00 -4.38 -0.26
C6 -1.62 -4.51 -0.26
C7 -0.85 -3.40 0.04
N4 -1.36 -2.20 0.33
H1 -3.30 4.42 1.74
H2 -4.44 3.21 2.19
H3 -4.37 -0.75 0.91
H4 -4.62 -2.99 0.07
H5 -3.64 -5.22 -0.50
H6 -1.14 -5.45 -0.49
H7 0.23 -3.47 0.05
Br1 3.15 -4.51 -5.35
C8 2.15 -3.33 -4.26
C9 1.01 -2.69 -4.77
C10 0.27 -1.84 -3.98
C11 0.61 -1.57 -2.63
O1 -0.12 -0.82 -1.89
C12 1.79 -2.22 -2.14
C13 2.32 -2.07 -0.78
N5 1.94 -1.23 0.10
C14 2.59 -1.25 1.39
C15 3.91 -1.56 1.56
C16 4.51 -1.57 2.84
C17 3.78 -1.25 3.95
C18 2.41 -0.88 3.81
C19 1.62 -0.47 4.91
C20 0.34 -0.08 4.72
C21 -0.19 -0.10 3.41
N6 0.50 -0.49 2.37
C22 1.81 -0.88 2.54
C23 2.52 -3.10 -2.96
H8 0.71 -2.87 -5.79
H9 -0.61 -1.37 -4.39
H10 3.10 -2.79 -0.53
H11 4.52 -1.77 0.69
H12 5.55 -1.82 2.94
H13 4.23 -1.24 4.93
H14 2.07 -0.46 5.90
H15 -0.28 0.26 5.54
H16 -1.21 0.23 3.22
H17 3.39 -3.59 -2.55
C24 3.63 1.96 -0.77
N7 3.38 3.00 0.22
C25 4.35 4.07 0.32
C26 3.71 5.27 0.98
C27 3.15 4.85 2.32
N8 2.30 3.69 2.18
C28 1.32 3.45 3.23
C29 2.43 2.78 1.18
O2 1.71 1.77 1.13
H18 4.03 2.43 -1.66
H19 2.70 1.45 -1.03
H20 4.34 1.21 -0.41
H21 4.69 4.32 -0.69
H22 5.24 3.76 0.89
H23 2.90 5.65 0.35
H24 4.44 6.07 1.11
H25 2.55 5.65 2.76
H26 3.97 4.65 3.03
H27 0.74 4.36 3.39
H28 1.81 3.18 4.17
H29 0.64 2.67 2.92
N9 -1.50 1.20 -3.30
C30 -2.00 1.70 -4.44
C31 -1.47 2.97 -4.58
C32 -0.66 3.13 -3.44
N10 -0.68 2.05 -2.67
H30 -1.54 0.26 -2.93
H31 -2.68 1.14 -5.06
H32 -1.66 3.67 -5.37
H33 -0.08 3.99 -3.13

Frontier orbital gap ... 6.712 eV
E_HOMO ... -0.2549 Ha
E_LUMO ... -0.225 eV
Energy above the lowest of the compared OMol25 structures with the same formula, charge and spin ... 51.3 kJ/mol
Total charge ... 0
2S+1 ... 1
Maximum force ... 1.796 eV/A

***

# C33H45N7NdO3SSi

A molecular structure, C33H45N7NdO3SSi (ωB97M-V with the def2-TZVPD basis set, OMol25).

Atoms and positions in Å:
Nd1 -0.72 -0.26 0.57
C1 -1.66 -3.55 -0.59
O1 -0.73 -2.92 0.29
C2 0.45 -3.70 0.43
C3 1.40 -2.98 1.39
O2 1.51 -1.63 0.97
C4 2.82 -1.08 1.05
C5 2.82 0.32 0.38
O3 1.66 0.48 -0.42
C6 1.78 1.53 -1.37
H1 -1.98 -4.51 -0.18
H2 -2.52 -2.87 -0.67
H3 -1.22 -3.70 -1.58
H4 0.20 -4.70 0.82
H5 0.93 -3.83 -0.55
H6 1.00 -3.01 2.42
H7 2.38 -3.48 1.38
H8 3.13 -0.99 2.10
H9 3.52 -1.75 0.53
H10 2.84 1.10 1.15
H11 3.71 0.42 -0.25
H12 1.86 2.50 -0.87
H13 2.66 1.37 -2.00
H14 0.89 1.49 -1.99
S1 -3.22 -0.26 -0.56
C7 -2.63 0.15 -2.17
N1 -3.50 0.77 -2.94
N2 -3.25 1.20 -4.15
C8 -2.04 1.25 -4.88
C9 -0.91 1.88 -4.38
C10 0.24 1.93 -5.14
C11 0.27 1.36 -6.41
C12 -0.87 0.77 -6.93
C13 -2.03 0.73 -6.17
N3 -1.49 -0.28 -2.70
N4 -0.56 -0.87 -2.01
C14 0.39 -1.49 -2.82
C15 1.60 -1.88 -2.26
C16 2.57 -2.52 -3.01
C17 2.33 -2.80 -4.35
C18 1.13 -2.43 -4.92
C19 0.16 -1.78 -4.18
H15 -4.09 1.44 -4.66
H16 -0.94 2.34 -3.40
H17 1.12 2.43 -4.76
H18 1.17 1.41 -7.00
H19 -0.86 0.36 -7.92
H20 -2.93 0.27 -6.57
H21 1.77 -1.66 -1.22
H22 3.51 -2.79 -2.55
H23 3.08 -3.31 -4.93
H24 0.95 -2.65 -5.96
H25 -0.79 -1.51 -4.62
N5 -2.00 -2.99 2.98
C20 -2.32 -1.79 3.55
C21 -2.57 -1.69 4.93
C22 -2.85 -0.45 5.46
C23 -2.90 0.65 4.61
C24 -2.62 0.47 3.28
N6 -2.30 -0.72 2.74
H26 -2.28 -3.82 3.49
H27 -2.15 -3.03 1.98
H28 -2.53 -2.57 5.55
H29 -3.04 -0.34 6.52
H30 -3.14 1.63 4.99
H31 -2.64 1.30 2.59
C25 1.15 4.45 1.25
Si1 -0.21 3.17 1.74
C26 -1.47 3.07 0.29
C27 -1.01 3.95 3.28
N7 0.16 1.50 1.96
C28 1.00 1.07 2.95
C29 0.88 -0.24 3.45
C30 1.73 -0.74 4.41
C31 2.76 0.04 4.91
C32 2.91 1.33 4.43
C33 2.04 1.85 3.49
H32 0.71 5.23 0.63
H33 2.00 4.04 0.70
H34 1.55 4.93 2.13
H35 -1.62 4.05 -0.15
H36 -2.45 2.75 0.63
H37 -1.15 2.40 -0.52
H38 -0.84 5.03 3.31
H39 -0.58 3.54 4.19
H40 -2.09 3.79 3.32
H41 0.07 -0.88 3.09
H42 1.58 -1.75 4.78
H43 3.44 -0.35 5.65
H44 3.71 1.96 4.80
H45 2.16 2.87 3.16

Frontier orbital gap (alpha / beta) ... 6.273 / 6.237 eV
E_HOMO (alpha / beta) ... -0.3571 / -0.3587 Ha
E_LUMO (alpha / beta) ... -3.443 / -3.523 eV
⟨S²⟩ ... 3.917
Total charge ... +1
2S+1 ... 4
Maximum force ... 2.530 eV/A

***

# C4H12N4

2 unconnected molecules or ions with the total composition C4H12N4 (ωB97M-V with the def2-TZVPD basis set, OMol25).

Atoms and positions in Å:
C1 -1.54 -0.58 -0.75
C2 1.24 1.12 -1.47
N1 0.78 0.00 -0.67
C3 0.80 0.18 0.68
N2 -0.99 -1.76 -1.07
N3 -2.30 -0.39 0.33
N4 0.59 -1.05 1.39
C4 0.83 1.36 1.37
H1 -1.58 0.17 -1.53
H2 -2.04 -0.92 1.15
H3 0.04 -1.46 -1.24
H4 -1.02 -2.45 -0.32
H5 -2.61 0.55 0.52
H6 1.16 -1.78 1.00
H7 0.75 -0.93 2.39
H8 1.35 0.79 -2.51
H9 2.21 1.50 -1.13
H10 0.55 1.97 -1.46
H11 0.90 2.31 0.87
H12 0.86 1.37 2.45

Frontier orbital gap ... 7.387 eV
E_HOMO ... -0.2390 Ha
E_LUMO ... 0.885 eV
Energy above the lowest of the compared OMol25 structures with the same formula, charge and spin ... 228.8 kJ/mol
Total charge ... 0
2S+1 ... 1
Maximum force ... 0.875 eV/A

***

# C7H11N2O

A gas-phase ion, C7H11N2O (charge +1) (ωB97M-V with the def2-TZVPD basis set, OMol25).

Atoms and positions in Å:
C1 -0.04 -2.34 0.11
C2 -0.36 -1.05 0.12
O1 -1.81 -0.85 -0.15
C3 -2.38 0.25 0.02
N1 -3.85 0.29 0.34
N2 -4.84 0.20 -0.34
C4 0.67 0.07 -0.02
C5 0.58 0.89 -1.28
C6 1.94 -0.22 0.61
C7 1.04 0.84 1.23
H1 -0.83 -3.03 0.25
H2 1.00 -2.78 0.26
H3 -1.78 1.16 0.18
H4 -5.72 -0.04 0.12
H5 1.40 1.55 -1.26
H6 -0.36 1.33 -1.37
H7 0.80 0.20 -2.12
H8 2.74 0.39 0.28
H9 1.99 -1.19 1.10
H10 0.44 0.81 2.07
H11 1.49 1.76 0.97

Frontier orbital gap ... 8.171 eV
SMILES ... C=C(OC=[N+]=N)C1(C)CC1
E_HOMO ... -0.4975 Ha
E_LUMO ... -5.368 eV
Energy above the lowest of the compared OMol25 structures with the same formula, charge and spin ... 602.0 kJ/mol
Total charge ... +1
2S+1 ... 1
Maximum force ... 3.552 eV/A

***

# C15H16N4O2PdS5

A molecular structure, C15H16N4O2PdS5 (ωB97M-V with the def2-TZVPD basis set, OMol25).

Atoms and positions in Å:
Pd1 -0.04 -1.81 0.39
S1 3.85 -6.65 -3.79
C1 3.06 -5.59 -2.84
S2 1.33 -5.56 -2.69
C2 1.18 -4.22 -1.57
C3 2.41 -3.64 -1.17
S3 2.63 -2.36 -0.11
S4 3.83 -4.38 -1.88
S5 -0.37 -3.78 -1.10
O1 -0.45 4.30 -3.17
C4 -0.28 3.08 -3.86
C5 -0.33 1.94 -2.89
C6 -0.28 0.63 -3.35
C7 -0.30 -0.41 -2.44
N1 -0.37 -0.20 -1.12
C8 -0.43 1.05 -0.66
C9 -0.40 2.15 -1.52
C10 -0.50 1.21 0.82
C11 -0.73 2.44 1.42
C12 -0.78 2.54 2.80
C13 -0.99 3.87 3.48
O2 -1.59 4.84 2.66
C14 -0.61 1.37 3.54
C15 -0.40 0.18 2.87
N2 -0.35 0.10 1.54
H1 -0.34 5.03 -3.79
H2 0.68 3.05 -4.39
H3 -1.07 2.94 -4.61
H4 -0.22 0.41 -4.41
H5 -0.25 -1.44 -2.75
H6 -0.43 3.16 -1.15
H7 -0.87 3.34 0.83
H8 -0.02 4.27 3.78
H9 -1.57 3.71 4.40
H10 -2.51 4.60 2.50
H11 -0.65 1.39 4.62
H12 -0.30 -0.75 3.41
N3 -0.73 -3.21 3.25
N4 0.23 -3.25 2.18
H13 -0.78 -4.10 3.72
H14 -1.63 -3.02 2.82
H15 0.24 -4.14 1.69
H16 1.15 -3.08 2.56

Frontier orbital gap (alpha / beta) ... 6.369 / 5.593 eV
E_HOMO (alpha / beta) ... -0.2486 / -0.2529 Ha
E_LUMO (alpha / beta) ... -0.397 / -1.290 eV
⟨S²⟩ ... 2.025
Energy above the lowest of the compared OMol25 structures with the same formula, charge and spin ... 0.0 kJ/mol
Total charge ... 0
2S+1 ... 3
Maximum force ... 0.073 eV/A

***

# C3H4N4O

A single C3H4N4O molecule (ωB97M-V with the def2-TZVPD basis set, OMol25).

Atoms and positions in Å:
N1 -0.50 0.56 -2.00
C1 -0.09 -0.49 -1.27
O1 -0.81 -1.48 -1.60
C2 0.19 -0.24 0.18
N2 -0.42 -0.88 1.21
C3 0.14 -0.33 2.27
N3 0.98 0.64 1.88
N4 0.97 0.76 0.55
H1 0.10 1.37 -2.00
H2 -1.31 -0.14 -2.57
H3 -0.10 -0.53 3.31
H4 1.51 1.28 2.46

Frontier orbital gap ... 10.209 eV
SMILES ... NC(=O)c1nc[nH]n1
E_HOMO ... -0.3572 Ha
E_LUMO ... 0.488 eV
Energy above the lowest of the compared OMol25 structures with the same formula, charge and spin ... 232.3 kJ/mol
Total charge ... 0
2S+1 ... 1
Maximum force ... 5.983 eV/A

***

# C4H13N3O

A molecular structure, C4H13N3O (ωB97M-V with the def2-TZVPD basis set, OMol25).

Atoms and positions in Å:
C1 1.12 -2.13 -0.97
N1 0.17 -1.04 -0.63
C2 0.38 0.24 -1.95
O1 0.62 -0.32 -3.06
H1 0.98 -2.42 -2.01
H2 0.85 -2.97 -0.33
H3 2.19 -1.91 -0.81
H4 -0.67 -1.40 -1.04
H5 1.20 0.75 -1.33
H6 -0.60 0.81 -1.78
C3 -1.95 2.04 1.44
N2 -0.95 1.03 1.12
C4 -0.08 0.65 2.07
N3 0.72 -0.37 1.92
H7 -2.86 1.61 1.90
H8 -2.21 2.56 0.49
H9 -1.50 2.75 2.12
H10 -0.68 0.81 0.18
H11 -0.04 1.25 3.01
H12 0.61 -0.88 0.88
H13 1.38 -0.52 2.66

Frontier orbital gap ... 7.411 eV
E_HOMO ... -0.2649 Ha
E_LUMO ... 0.202 eV
Energy above the lowest of the compared OMol25 structures with the same formula, charge and spin ... 404.1 kJ/mol
Total charge ... 0
2S+1 ... 1
Maximum force ... 1.938 eV/A

***

# C30H48NO17P

6 unconnected molecules or ions with the total composition C30H48NO17P (ωB97M-V with the def2-TZVPD basis set, OMol25).

Atoms and positions in Å:
C1 8.60 -1.44 0.82
C2 7.24 -1.47 -0.15
P1 6.42 0.25 0.05
C3 7.15 1.45 -1.31
C4 4.53 0.19 -0.29
C5 3.71 1.46 -0.08
C6 2.05 1.48 -0.32
O1 1.41 2.52 -0.87
C7 1.28 0.07 0.15
C8 -0.21 0.02 0.83
C9 -1.02 1.43 1.10
C10 -2.17 1.75 -0.03
N1 -1.75 1.26 -1.42
C11 -0.81 -1.47 1.23
C12 0.04 -2.89 0.99
C13 1.54 -2.80 0.31
C14 2.17 -1.32 -0.11
C15 3.70 -1.18 -0.76
O2 4.17 -2.09 -1.62
H1 8.36 -1.71 1.94
H2 9.08 -0.35 0.83
H3 9.40 -2.16 0.34
H4 6.54 -2.38 0.09
H5 7.67 -1.55 -1.26
H6 6.47 2.42 -1.34
H7 7.00 0.87 -2.33
H8 8.28 1.69 -1.07
H9 4.30 2.43 0.26
H10 -0.19 2.28 1.18
H11 -1.48 1.37 2.19
H12 -3.23 1.31 0.30
H13 -2.31 2.93 -0.03
H14 -1.22 2.00 -1.94
H15 -2.60 1.00 -2.01
H16 -1.89 -1.59 1.70
H17 -0.43 -3.91 1.30
H18 2.15 -3.81 0.18
C16 5.23 -2.74 -3.96
O3 6.04 -2.98 -5.10
C17 5.86 -4.20 -5.67
O4 5.10 -5.07 -5.28
O5 6.69 -4.29 -6.74
C18 6.61 -5.53 -7.44
H19 5.45 -1.74 -3.59
H20 4.16 -2.79 -4.22
H21 5.46 -3.46 -3.16
H22 5.61 -5.68 -7.84
H23 6.90 -6.36 -6.79
H24 7.31 -5.49 -8.28
C19 -7.17 -0.39 3.27
O6 -6.79 0.84 3.88
C20 -5.53 1.24 3.59
O7 -4.73 0.65 2.88
O8 -5.30 2.41 4.23
C21 -4.00 2.96 4.02
H25 -8.20 -0.61 3.57
H26 -7.14 -0.31 2.18
H27 -6.53 -1.21 3.61
H28 -3.84 3.18 2.96
H29 -3.23 2.27 4.39
H30 -3.93 3.89 4.58
C22 -4.69 8.00 4.30
O9 -3.81 8.65 5.21
C23 -3.00 7.81 5.90
O10 -2.98 6.59 5.80
O11 -2.22 8.56 6.72
C24 -1.31 7.80 7.52
H31 -5.29 8.77 3.80
H32 -4.12 7.46 3.53
H33 -5.37 7.33 4.83
H34 -0.61 7.25 6.89
H35 -1.86 7.11 8.18
H36 -0.74 8.49 8.14
C25 2.54 2.58 -7.90
O12 2.58 1.22 -8.35
C26 3.30 0.39 -7.57
O13 3.90 0.70 -6.55
O14 3.25 -0.85 -8.11
C27 3.98 -1.84 -7.39
H37 1.94 3.15 -8.60
H38 2.08 2.64 -6.91
H39 3.55 3.00 -7.88
H40 3.57 -1.96 -6.38
H41 5.04 -1.59 -7.35
H42 3.87 -2.79 -7.91
C28 -9.94 -3.64 5.56
O15 -9.13 -3.88 4.41
C29 -9.31 -5.10 3.85
O16 -10.07 -5.97 4.24
O17 -8.48 -5.19 2.77
C30 -8.56 -6.43 2.08
H43 -9.72 -2.64 5.93
H44 -11.00 -3.69 5.30
H45 -9.71 -4.36 6.35
H46 -9.56 -6.58 1.67
H47 -8.27 -7.26 2.73
H48 -7.85 -6.39 1.24

Frontier orbital gap ... 6.714 eV
SMILES ... CCP(C)C1=CC(=O)c2c(CCN)cccc2C1=O.COC(=O)OC.COC(=O)OC.COC(=O)OC.COC(=O)OC.COC(=O)OC
E_HOMO ... -0.3009 Ha
E_LUMO ... -1.474 eV
Total charge ... 0
2S+1 ... 1
Maximum force ... 8.306 eV/A

***

# C4H10O2S

2 unconnected molecules or ions with the total composition C4H10O2S (ωB97M-V with the def2-TZVPD basis set, OMol25).

Atoms and positions in Å:
O1 -1.29 0.76 -2.46
C1 -0.16 0.89 -2.10
C2 0.29 0.78 -0.65
C3 -0.72 0.00 0.18
C4 -0.65 -1.51 -0.01
S1 -0.78 -2.45 1.54
H1 0.62 1.05 -2.87
H2 0.49 1.76 -0.23
H3 1.26 0.27 -0.68
H4 -0.58 0.21 1.24
H5 -1.72 0.37 -0.03
H6 0.31 -1.83 -0.40
H7 -1.35 -1.89 -0.75
H8 -2.01 -2.04 1.88
O2 2.22 1.01 2.11
H9 2.45 1.91 1.85
H10 1.64 0.68 1.39

Frontier orbital gap ... 9.818 eV
SMILES ... O=CCCCS.O
E_HOMO ... -0.3389 Ha
E_LUMO ... 0.597 eV
Energy above the lowest of the compared OMol25 structures with the same formula, charge and spin ... 119.2 kJ/mol
Total charge ... 0
2S+1 ... 1
Maximum force ... 0.674 eV/A

***

# C17H16AsGaNS5

A molecular structure, C17H16AsGaNS5 (ωB97M-V with the def2-TZVPD basis set, OMol25).

Atoms and positions in Å:
Ga1 0.32 7.51 16.34
C1 2.77 7.11 10.65
C2 1.64 6.06 10.73
C3 2.23 4.86 11.44
C4 1.17 5.57 9.30
C5 0.44 6.65 11.45
C6 -0.74 6.95 10.76
C7 -1.87 7.39 11.41
C8 -1.84 7.48 12.77
S1 -3.19 7.85 13.78
C9 -2.20 7.69 15.16
N1 -0.97 7.23 14.86
C10 -0.68 7.16 13.55
C11 0.46 6.85 12.88
C12 -2.44 8.11 16.52
C13 -3.62 8.68 16.96
C14 -3.74 8.93 18.33
C15 -2.66 8.76 19.21
C16 -1.44 8.45 18.69
C17 -1.25 8.13 17.33
H1 3.58 6.67 10.04
H2 3.14 7.46 11.65
H3 2.44 8.04 10.14
H4 3.08 4.44 10.84
H5 1.53 4.07 11.57
H6 2.60 5.16 12.42
H7 1.93 5.01 8.76
H8 0.93 6.45 8.63
H9 0.20 5.01 9.39
H10 -0.85 6.74 9.70
H11 -2.75 7.74 10.85
H12 1.42 6.73 13.44
H13 -4.47 8.84 16.31
H14 -4.74 9.21 18.73
H15 -2.74 8.88 20.26
H16 -0.55 8.54 19.30
S2 4.67 7.14 17.80
As1 3.23 6.84 16.19
S3 2.13 8.80 15.93
S4 1.48 5.54 16.90
S5 3.74 5.92 14.39

Frontier orbital gap ... 5.415 eV
E_HOMO ... -0.1522 Ha
E_LUMO ... 1.274 eV
Total charge ... -1
2S+1 ... 1
Maximum force ... 3.648 eV/A